# 1
{"formula": "C31H61Cl2F6N6O5SbSi2Sr", "method": "ωB97M-V/def2-TZVPD", "symbols": ["Sr", "N", "C", "N", "C", "N", "C", "C", "N", "C", "C", "N", "H", "H", "H", "H", "H", "Cl", "C", "Cl", "H", "H", "F", "Sb", "F", "F", "F", "F", "F", "O", "N", "C", "C", "C", "C", "O", "Si", "O", "O", "C", "C", "C", "C", "O", "C", "C", "C", "C", "H", "H", "H", "H", "H", "H", "H", "H", "H", "H", "H", "H", "H", "H", "H", "H", "H", "H", "H", "H", "H", "H", "H", "H", "H", "H", "H", "C", "C", "C", "C", "Si", "C", "C", "C", "C", "C", "C", "C", "C", "H", "H", "H", "H", "H", "H", "H", "H", "H", "H", "H", "H", "H", "H", "H", "H", "H", "H", "H", "H", "H", "H", "H", "H", "H", "H", "H"], "positions_angstrom": [[1.12866, -1.34230, -0.80454], [2.10752, -5.18545, 1.66044], [1.62264, -3.96740, 1.89551], [1.15498, -3.45386, 0.77777], [1.41517, -4.42970, -0.14095], [1.98185, -5.50363, 0.36586], [1.08141, -4.36509, -1.57582], [1.71303, -5.21409, -2.48286], [1.38106, -5.21360, -3.76273], [0.42791, -4.36965, -4.14107], [-0.18253, -3.49415, -3.25386], [0.14578, -3.49872, -1.96224], [2.52655, -5.83798, 2.30540], [1.60817, -3.50639, 2.86656], [2.49151, -5.89001, -2.15827], [0.14662, -4.38197, -5.18557], [-0.95554, -2.79988, -3.56111], [-2.17948, -3.05005, 0.70181], [-2.51806, -1.37406, 1.11782], [-1.07795, -0.56855, 1.81917], [-3.29765, -1.34806, 1.87209], [-2.78660, -0.84652, 0.20478], [3.10194, -0.74768, 0.55514], [4.60061, -1.28110, -0.59542], [4.25854, -2.96610, 0.18367], [3.24749, -1.80701, -1.88839], [5.96125, -1.87355, -1.70821], [4.46964, 0.43286, -1.33385], [5.78644, -0.73285, 0.74132], [1.04837, 1.03185, -1.38099], [-0.05340, 1.08519, -0.91251], [-0.03942, 0.49149, -4.93308], [-1.42048, -0.05220, -5.28104], [-1.31681, -1.15851, -6.32224], [-2.33476, 1.05381, -5.78860], [-1.99259, -0.67167, -4.11057], [-2.23189, -0.08476, -2.60279], [-0.91175, -0.30682, -1.67785], [-3.39453, -1.01119, -1.91406], [-4.51480, -1.72421, -2.46740], [-5.24766, -0.86739, -3.49057], [-4.00367, -3.01266, -3.10311], [-5.42504, -2.03929, -1.28758], [-2.58712, 1.50031, -2.72111], [-3.21429, 2.46352, -1.85359], [-2.26770, 3.65696, -1.77574], [-3.46050, 1.88798, -0.46065], [-4.52551, 2.87205, -2.50754], [0.40059, 0.99755, -5.79185], [0.62619, -0.32269, -4.63829], [-0.10004, 1.20657, -4.11163], [-0.84645, -0.78656, -7.23150], [-2.30706, -1.53907, -6.57180], [-0.71355, -1.98185, -5.93976], [-1.94203, 1.45261, -6.72396], [-2.40664, 1.86213, -5.06610], [-3.33269, 0.66002, -5.97917], [-4.60015, -0.63152, -4.33245], [-5.58952, 0.06153, -3.03531], [-6.11940, -1.40073, -3.86782], [-3.32159, -2.77975, -3.91855], [-4.83237, -3.59614, -3.50229], [-3.48334, -3.61200, -2.35631], [-5.67198, -1.12520, -0.74786], [-4.93117, -2.73194, -0.60644], [-6.35208, -2.49761, -1.62808], [-1.30709, 3.34375, -1.37105], [-2.68904, 4.43431, -1.13961], [-2.10607, 4.07234, -2.76961], [-2.51696, 1.58909, -0.00635], [-4.12684, 1.02817, -0.51143], [-3.92491, 2.64084, 0.17633], [-4.34800, 3.17111, -3.53894], [-4.97014, 3.71177, -1.97462], [-5.23755, 2.04824, -2.50191], [1.57237, 2.91361, 1.40229], [1.40940, 3.03509, 2.92428], [-0.07195, 3.24819, 3.23184], [2.21351, 4.27309, 3.41892], [2.29681, 1.67115, 3.89242], [4.11022, 1.28653, 3.53522], [4.63332, 1.79407, 2.19015], [4.36764, -0.22711, 3.63228], [4.86766, 2.01298, 4.67659], [1.50544, 0.98996, 5.47808], [0.06675, 0.51052, 5.24984], [2.26299, -0.12201, 6.20145], [1.50627, 2.25057, 6.38486], [1.08806, 3.78639, 0.95606], [1.08321, 2.04370, 0.95818], [2.60686, 2.92788, 1.07716], [-0.39473, 4.14187, 2.69298], [-0.27364, 3.41784, 4.28513], [-0.68583, 2.42115, 2.87835], [1.80058, 5.15119, 2.91709], [3.26865, 4.22286, 3.15495], [2.12191, 4.44683, 4.49081], [4.12908, 1.32910, 1.34514], [5.68973, 1.52422, 2.11975], [4.56531, 2.87657, 2.09318], [3.78541, -0.79414, 2.90942], [4.18595, -0.61561, 4.62635], [5.41717, -0.40638, 3.39222], [4.74033, 3.09510, 4.64271], [5.93352, 1.81238, 4.54451], [4.59611, 1.65579, 5.66834], [0.03432, -0.38952, 4.63941], [-0.56868, 1.25354, 4.78967], [-0.36802, 0.25958, 6.22051], [2.30068, -1.03932, 5.61846], [1.72473, -0.34450, 7.12611], [3.27623, 0.15771, 6.47837], [0.90990, 3.06517, 5.98309], [2.51188, 2.61789, 6.59429], [1.06330, 1.97315, 7.34445]], "forces_ev_per_a": [[-1.28, -0.10, 0.08], [0.05, -0.07, 0.08], [-0.10, 0.08, 0.03], [0.23, 0.08, -0.21], [0.02, -0.49, 0.02], [0.05, 0.07, -0.05], [0.04, -0.28, 0.04], [-0.10, 0.05, 0.07], [0.02, -0.05, -0.11], [-0.07, 0.04, -0.06], [-0.11, -0.12, 0.08], [0.27, 0.09, -0.01], [-0.04, 0.04, -0.06], [0.02, 0.04, 0.06], [0.03, -0.03, 0.02], [-0.02, 0.01, -0.05], [0.07, 0.10, -0.06], [-0.04, 0.04, 0.04], [-0.11, -0.03, -0.14], [0.10, -0.02, 0.03], [0.07, 0.03, -0.03], [0.07, -0.09, 0.11], [-0.11, 0.15, -0.04], [0.25, -0.16, -0.06], [0.26, 0.00, -0.01], [-0.01, 0.04, 0.07], [-0.02, -0.05, -0.04], [0.10, -0.01, 0.07], [-0.01, -0.05, 0.13], [0.33, 0.66, -0.17], [-0.06, 0.47, 0.04], [-0.04, -0.01, 0.00], [0.09, -0.05, 0.04], [0.00, 0.03, 0.06], [0.05, 0.01, -0.03], [-0.11, 0.04, -0.15], [0.39, -0.03, 0.16], [-0.09, -0.54, 0.04], [-0.03, 0.07, 0.00], [-0.05, -0.05, -0.01], [0.00, -0.02, 0.06], [-0.04, 0.09, 0.02], [0.05, -0.01, -0.05], [-0.27, -0.04, 0.13], [0.13, -0.01, -0.07], [-0.06, -0.10, -0.02], [0.00, 0.07, -0.12], [0.00, 0.01, 0.06], [0.02, 0.00, -0.04], [0.01, -0.01, 0.03], [-0.01, 0.03, 0.02], [0.00, 0.02, -0.04], [-0.03, -0.01, 0.00], [0.05, -0.04, 0.02], [0.01, 0.01, -0.04], [-0.01, 0.02, 0.03], [-0.05, -0.01, 0.00], [0.05, 0.04, -0.05], [-0.01, 0.00, 0.00], [-0.03, -0.03, -0.02], [0.02, 0.01, -0.05], [-0.06, -0.04, 0.00], [0.05, -0.04, 0.04], [-0.03, 0.06, 0.01], [0.02, 0.00, 0.06], [-0.04, -0.04, -0.02], [0.05, -0.02, 0.03], [-0.03, 0.06, 0.04], [0.01, 0.01, -0.04], [0.13, -0.06, 0.05], [-0.04, -0.06, -0.01], [-0.02, 0.05, 0.01], [0.00, 0.02, -0.05], [-0.04, 0.04, 0.03], [0.00, -0.01, -0.01], [-0.02, 0.04, -0.17], [0.23, -0.24, 0.17], [-0.01, -0.02, -0.04], [-0.08, -0.03, -0.13], [-0.03, 0.01, -0.06], [-0.28, 0.10, 0.13], [0.04, 0.02, -0.04], [0.09, 0.05, -0.03], [0.05, -0.07, -0.09], [0.13, 0.27, -0.23], [0.06, -0.05, 0.08], [0.01, -0.02, 0.03], [-0.06, -0.12, 0.04], [0.00, 0.04, -0.01], [0.03, 0.02, 0.30], [0.07, -0.05, -0.01], [-0.01, 0.03, 0.00], [-0.05, 0.00, 0.11], [-0.02, -0.05, -0.02], [-0.01, 0.02, -0.02], [0.06, 0.00, 0.00], [0.00, 0.00, 0.11], [0.01, 0.03, 0.02], [-0.02, 0.02, 0.00], [-0.01, 0.03, 0.00], [-0.07, -0.04, -0.09], [-0.01, -0.06, 0.10], [0.03, 0.01, -0.01], [-0.01, 0.07, 0.01], [0.03, -0.02, -0.01], [-0.04, -0.01, 0.07], [0.00, -0.09, -0.07], [-0.13, 0.15, -0.10], [0.00, 0.01, 0.02], [0.00, -0.06, -0.03], [0.00, 0.01, 0.02], [0.07, 0.01, 0.01], [-0.05, 0.09, -0.04], [0.07, 0.03, 0.00], [-0.01, -0.02, 0.02]], "s2": 0.755, "lumo_ev": [-4.19, -4.19], "charge": 1, "e_above_lowest_ev": 1.845, "spin_multiplicity": 2, "e_homo_ev": [-10.07, -11.50]}

---

# 2
{"formula": "C5H16N2O", "method": "ωB97M-V/def2-TZVPD", "symbols": ["C", "C", "C", "C", "N", "C", "N", "H", "H", "H", "H", "H", "H", "H", "H", "H", "H", "H", "H", "H", "H", "H", "H", "O"], "positions_angstrom": [[1.77746, -1.03894, -1.33787], [2.06841, -0.84056, 0.19830], [0.90279, -0.28053, 1.04518], [0.45955, 1.12982, 0.64441], [-0.73817, 1.54430, 1.36269], [-1.95701, 1.02262, 0.71320], [3.05212, -0.98806, -2.03319], [1.27161, -2.01562, -1.37929], [1.02281, -0.32908, -1.69453], [2.67564, -1.65816, 0.57497], [2.80537, -0.03069, 0.14263], [0.10330, -1.01992, 0.99049], [1.17594, -0.22363, 2.10962], [1.24672, 1.88177, 0.71805], [0.25384, 1.09555, -0.42853], [-0.73198, 1.45022, 2.37165], [-2.79255, 0.80760, 1.36872], [-2.27516, 1.86249, 0.07394], [-1.75336, 0.14699, 0.10926], [3.19573, -0.11124, -2.49889], [3.18897, -1.79772, -2.62565], [-4.18339, -1.09626, 0.09909], [-4.65867, -0.44831, -1.17050], [-4.52411, -0.25320, -0.22173]], "forces_ev_per_a": [[-0.45, -0.71, 1.94], [0.28, 2.26, -1.08], [1.04, -0.79, 0.25], [-0.37, -0.62, 0.05], [-0.48, -0.04, -0.42], [0.39, 1.57, 0.00], [-0.34, -0.80, 0.05], [0.39, 0.04, -0.62], [0.31, 0.12, -0.01], [-0.53, -0.43, 0.24], [0.14, 0.10, 0.29], [-0.54, 0.31, 0.00], [0.14, -0.22, -0.20], [0.25, -0.20, 0.44], [-0.43, 0.31, 0.07], [0.34, -0.34, -0.33], [0.15, 0.00, 0.38], [-0.33, -0.68, -0.23], [-0.01, -0.28, -0.15], [0.09, -0.02, -0.38], [0.07, 0.50, -0.22], [0.00, 0.10, 0.22], [0.00, 0.38, 0.64], [-0.12, -0.54, -0.92]], "lumo_ev": 0.69, "charge": 0, "e_above_lowest_ev": 1.375, "e_homo_ev": -8.20}

---

# 3
{"formula": "C10H28ClCrINOP2", "method": "ωB97M-V/def2-TZVPD", "symbols": ["C", "I", "H", "H", "H", "Cr", "P", "C", "C", "H", "H", "H", "H", "H", "H", "C", "H", "H", "H", "P", "C", "C", "H", "H", "H", "C", "H", "H", "H", "H", "H", "H", "Cl", "C", "N", "C", "C", "O", "H", "H", "H", "H", "H", "H", "H"], "positions_angstrom": [[1.66489, 1.21187, -5.00104], [1.03863, 0.56058, -2.97727], [1.36953, 2.24101, -5.19870], [1.20094, 0.52777, -5.71292], [2.75084, 1.11155, -5.04412], [-0.09921, 0.57263, -0.11438], [-2.17920, -0.30227, -1.12861], [-2.32450, -1.95765, -1.85938], [-3.47532, -0.24296, 0.13728], [-4.44834, -0.31684, -0.35515], [-3.63628, 0.73571, -2.70767], [-3.40862, 0.69156, 0.70649], [-2.54113, 1.93653, -1.91261], [-2.13753, -2.72192, -1.09518], [-3.34213, -1.07529, 0.83741], [-2.61576, 0.94250, -2.36813], [-3.35114, -2.05090, -2.24125], [-1.88474, 0.88724, -3.18282], [-1.59068, -2.06878, -2.67100], [2.14902, 0.72931, 0.91530], [3.40047, -0.58255, 0.87916], [2.85084, 2.26052, 0.24589], [1.08637, 1.75270, 2.84194], [2.82445, 1.39520, 3.11766], [1.59490, 0.08868, 3.17584], [1.89070, 1.02405, 2.68859], [2.09036, 3.04960, 0.30505], [3.73515, 2.51068, 0.84358], [4.28050, -0.19921, 1.41742], [3.64885, -0.82506, -0.16542], [3.09934, 2.09824, -0.80882], [3.00988, -1.47967, 1.37727], [-0.71324, 2.68987, 0.08444], [-1.59696, -1.46144, 4.15079], [-1.03999, -2.42983, 3.20190], [-1.05205, -3.81786, 3.55813], [-0.57096, -2.03367, 2.00481], [-0.60092, -0.82122, 1.69288], [-1.91758, -2.01888, 5.02915], [-2.44788, -0.95383, 3.69200], [-0.82390, -0.74000, 4.41744], [-1.65014, -4.42871, 2.85229], [-0.03650, -4.26028, 3.55426], [-1.47681, -3.96053, 4.56955], [-0.16798, -2.82342, 1.32696]], "forces_ev_per_a": [[0.27, 0.11, -0.42], [0.39, -0.12, -0.54], [-0.17, -0.14, 0.46], [-0.13, -0.01, 0.45], [-0.24, -0.06, 0.38], [-0.33, -0.98, 1.16], [-0.02, 0.61, 0.28], [0.26, 0.17, -0.15], [0.12, 0.05, 0.17], [0.02, 0.00, 0.15], [0.19, 0.23, -0.18], [-0.09, -0.13, -0.19], [-0.16, -0.24, -0.09], [-0.10, 0.15, -0.19], [-0.09, 0.12, -0.17], [-0.12, -0.25, -0.06], [0.31, -0.13, 0.02], [-0.43, 0.00, 0.05], [-0.34, -0.05, 0.18], [-0.42, 0.54, 0.23], [-0.08, 0.04, -0.41], [0.13, -0.23, 0.10], [0.24, -0.05, -0.02], [-0.11, -0.02, 0.08], [0.14, 0.17, -0.08], [-0.25, 0.00, -0.05], [0.29, -0.17, 0.09], [-0.08, 0.17, -0.32], [-0.17, -0.27, -0.22], [0.10, 0.04, 0.41], [0.15, 0.13, 0.24], [0.17, 0.24, -0.09], [0.22, -1.05, 0.08], [0.10, 0.07, -0.28], [0.57, 0.80, -1.67], [0.19, -2.16, 0.15], [-0.61, -0.62, 1.52], [0.47, 1.28, -1.60], [0.02, 0.26, -0.08], [0.09, 0.07, 0.17], [-0.19, 0.07, 0.07], [0.15, 0.42, 0.39], [-0.44, 0.35, 0.13], [0.28, 0.17, -0.68], [-0.29, 0.42, 0.54]], "s2": 3.848, "lumo_ev": [-8.82, -7.47], "charge": 2, "spin_multiplicity": 4, "e_homo_ev": [-15.22, -15.63]}

---

# 4
{"formula": "C19H29F4NO14S2", "method": "ωB97M-V/def2-TZVPD", "symbols": ["N", "C", "C", "C", "C", "O", "C", "S", "C", "O", "C", "S", "H", "H", "H", "H", "H", "H", "H", "H", "H", "H", "H", "H", "H", "H", "H", "H", "H", "C", "C", "O", "C", "O", "O", "F", "H", "H", "H", "C", "C", "O", "C", "O", "O", "F", "H", "H", "H", "C", "C", "O", "C", "O", "O", "F", "H", "H", "H", "C", "C", "O", "C", "O", "O", "F", "H", "H", "H"], "positions_angstrom": [[2.99025, -3.38656, -0.76969], [2.30752, -2.28417, -1.51846], [0.86888, -2.03473, -0.87475], [0.53298, -0.49933, -1.03819], [-0.83524, -0.26196, -0.30331], [-1.81721, -0.92224, -1.09827], [-3.12229, -0.65423, -0.65772], [-3.45096, -1.20986, 1.08985], [-4.23618, -1.17919, -1.63094], [-3.78280, -2.08858, -2.60872], [-3.38595, -3.31564, -2.05163], [-4.75690, -4.25369, -1.24272], [2.35736, -4.18451, -0.82024], [2.92334, -3.10833, 0.20921], [2.91535, -1.36021, -1.54263], [2.17027, -2.66629, -2.55044], [0.15598, -2.67305, -1.42298], [0.88626, -2.23558, 0.21351], [1.33049, 0.14832, -0.65079], [0.32108, -0.30400, -2.10575], [-1.08444, 0.81781, -0.21373], [-0.70956, -0.70532, 0.70699], [-3.21854, 0.45423, -0.60320], [-3.95888, -2.48285, 1.05009], [-4.61866, -0.29984, -2.18688], [-5.08034, -1.54220, -1.01936], [-3.00988, -3.93116, -2.88955], [-2.55565, -3.23081, -1.32453], [-4.10080, -4.82994, -0.17620], [-1.48661, -1.54397, 3.91280], [-2.46691, -1.08908, 4.94840], [-1.86561, -1.50937, 6.16172], [-0.52117, -1.50472, 5.93578], [0.29983, -1.54056, 6.78979], [-0.24153, -1.43796, 4.60800], [-3.66147, -1.71908, 4.80875], [-1.64702, -2.58146, 3.61107], [-1.49753, -0.91496, 3.02629], [-2.62277, -0.00829, 4.97182], [4.87894, 0.28412, -5.13536], [3.60237, -0.39479, -5.54082], [3.00019, -0.69374, -4.29225], [3.43285, 0.25768, -3.42697], [2.93134, 0.47827, -2.37030], [4.50057, 0.92974, -3.91894], [3.84461, -1.55480, -6.20157], [5.68259, -0.42800, -4.93557], [5.22307, 1.00702, -5.87271], [2.92709, 0.22826, -6.13178], [-0.55305, 2.49450, 5.65137], [0.35086, 3.64113, 5.30073], [0.86802, 3.25384, 4.03763], [-0.08341, 2.47698, 3.45825], [-0.11274, 2.19510, 2.30615], [-1.00817, 2.06760, 4.36347], [1.37481, 3.75209, 6.17984], [-0.01798, 1.67597, 6.13947], [-1.38788, 2.79445, 6.28273], [-0.15634, 4.60455, 5.20819], [0.55675, 3.48830, -1.43224], [1.45917, 4.64160, -1.76902], [1.97931, 4.27053, -3.03397], [1.02669, 3.49939, -3.62197], [1.00441, 3.23015, -4.77683], [0.10342, 3.07655, -2.72295], [2.48360, 4.74525, -0.88638], [1.09205, 2.66560, -0.95296], [-0.27840, 3.78058, -0.79767], [0.95060, 5.60547, -1.85102]], "forces_ev_per_a": [[-0.34, 0.63, -0.13], [-0.94, -1.19, 0.77], [1.61, 1.83, -1.13], [-2.11, -1.22, 0.16], [1.70, 0.27, -0.54], [-0.70, -0.10, 0.51], [-0.16, -0.09, -0.06], [-0.15, 0.03, 0.38], [0.08, 1.25, -0.11], [-0.31, -0.46, 1.01], [1.04, -0.89, -0.28], [0.05, -0.29, 0.42], [0.24, -0.04, -0.07], [0.34, -0.16, -0.05], [-0.41, -0.96, 0.32], [0.14, 0.52, 0.43], [0.01, 0.33, 0.59], [0.01, -0.26, -0.52], [-0.33, -0.33, -0.10], [0.50, 0.21, 0.44], [0.06, -0.49, 0.03], [-0.58, 0.25, -0.39], [-0.16, -0.60, 0.36], [0.28, 0.67, -0.69], [0.29, -0.54, 0.12], [0.41, -0.20, -0.39], [-0.32, 0.43, 0.35], [-0.47, 0.25, -0.26], [-0.16, 0.61, -0.79], [0.35, 0.12, -0.77], [-0.54, -0.37, 0.11], [0.24, 0.40, -0.33], [0.51, -0.18, 0.22], [-0.03, 0.01, 0.02], [-0.34, 0.04, 0.41], [0.00, 0.11, 0.11], [-0.16, 0.03, 0.13], [0.23, 0.02, 0.10], [-0.17, -0.07, -0.01], [0.55, 0.37, -0.22], [0.01, -0.57, -0.16], [0.06, 0.50, -0.19], [-0.11, 0.33, 0.61], [0.34, 0.42, -0.50], [-0.26, -0.27, -0.08], [-0.12, 0.06, 0.02], [-0.17, -0.14, -0.04], [-0.08, 0.14, 0.19], [-0.02, -0.14, -0.04], [-0.49, -0.28, 0.48], [0.61, -0.04, 0.22], [-0.58, 0.12, 0.08], [0.06, -0.31, -0.59], [0.01, -0.04, 0.02], [0.22, 0.19, 0.06], [-0.05, 0.10, -0.10], [0.18, 0.15, -0.04], [-0.10, -0.05, -0.21], [0.14, 0.03, 0.06], [-0.48, -0.25, 0.48], [0.60, -0.12, 0.24], [-0.54, 0.19, 0.13], [-0.05, -0.45, -0.49], [0.09, -0.07, -0.01], [0.29, 0.30, -0.04], [-0.04, 0.13, -0.09], [0.17, 0.14, -0.05], [-0.10, -0.06, -0.19], [0.14, 0.03, 0.07]], "lumo_ev": 0.28, "charge": 0, "e_homo_ev": -8.91}

---

- Which formula does entry 3 have?
  C10H28ClCrINOP2

---

- Which formula does entry 2 have?
  C5H16N2O